Here is 2 unconnected molecules or ions with the total composition C4H6O2S from the OMol25 dataset. Energies are from ωB97M-V/def2-TZVPD.

The geometry in ORCA input format:
```
! wB97M-V def2-TZVPD RIJCOSX def2/J DEFGRID3
* xyz 0 1
H -1.66152 1.04768 -2.04015
O -1.24120 1.17177 2.46602
O 1.10681 1.87453 2.05854
C -0.60088 0.89745 -2.03388
H 0.91785 -2.18198 1.46925
H -0.01103 1.75144 -2.30377
H 1.42606 -1.85306 -0.19529
S -0.04045 1.09601 1.68075
H -0.23693 -2.34695 0.13870
C 0.21307 -0.35516 0.66413
H -0.25890 -0.04976 -2.40492
C -0.21648 0.71065 -0.01427
C 0.60360 -1.76263 0.51489
*
```

Output
HOMO-LUMO gap = 9.69 eV
Energy relative to the best compared isomer or geometry (same formula, charge and spin) = 111.7 kcal/mol
Highest occupied orbital energy = -9.482 eV
Energy = -704.501475 Ha